No. 1
{"formula": "C12H27N3O4", "method": "ωB97M-V with the def2-TZVPD basis set", "elements": ["C", "C", "C", "C", "C", "N", "C", "O", "O", "H", "H", "H", "H", "H", "H", "H", "H", "H", "H", "H", "H", "H", "N", "C", "C", "C", "C", "C", "N", "C", "O", "O", "H", "H", "H", "H", "H", "H", "H", "H", "H", "H", "H", "H", "H", "H"], "xyz": [[-2.346368, 2.980662, -0.494131], [-2.552114, 1.530098, -0.053497], [-2.349770, 0.571941, -1.227395], [-3.932617, 1.390032, 0.603042], [-4.300748, -0.018964, 1.088476], [-3.196112, -0.637464, 1.807982], [-4.773596, -0.891638, -0.063657], [-5.457663, -0.506960, -0.982528], [-4.425083, -2.186124, 0.077124], [-3.067642, 3.256367, -1.273936], [-1.340541, 3.130571, -0.902100], [-2.476038, 3.679069, 0.341534], [-1.795495, 1.286497, 0.703461], [-1.381022, 0.752655, -1.706028], [-2.360204, -0.469639, -0.890233], [-3.130179, 0.701365, -1.984461], [-3.977229, 2.069031, 1.466880], [-4.714738, 1.715382, -0.093579], [-5.214763, 0.085869, 1.705023], [-3.443461, -1.577168, 2.100005], [-2.999049, -0.098079, 2.646494], [-4.817379, -2.648824, -0.681804], [6.109080, 1.500463, 0.157828], [6.185696, 0.048148, 0.282193], [4.899031, -0.668502, 0.709600], [3.746949, -0.490434, -0.277005], [2.482739, -1.229547, 0.152215], [1.304157, -0.990369, -0.805880], [0.942828, 0.416069, -0.836212], [0.135301, -1.879876, -0.400254], [-0.899083, -1.484510, 0.084250], [0.381872, -3.186454, -0.616611], [5.770455, 1.902758, 1.028034], [5.432733, 1.756337, -0.556661], [6.982466, -0.183190, 0.998234], [6.519231, -0.349157, -0.685596], [4.593078, -0.297052, 1.700464], [5.114513, -1.739799, 0.836101], [4.057865, -0.852233, -1.268479], [3.502968, 0.571259, -0.395360], [2.677392, -2.307240, 0.217885], [2.183754, -0.899965, 1.157714], [1.616134, -1.296624, -1.813643], [0.267362, 0.577397, -1.579013], [0.447066, 0.634021, 0.026378], [-0.401754, -3.666174, -0.302847]], "forces_ev_per_a": [[-0.01, 0.07, 0.01], [0.06, 0.01, -0.05], [-0.43, -0.07, -0.12], [-0.04, 0.04, 0.00], [-0.06, 0.09, -0.05], [-0.25, 0.07, 0.32], [-0.22, 0.26, -0.25], [0.27, -0.19, 0.38], [-0.10, -0.08, -0.17], [0.09, -0.05, 0.10], [-0.11, -0.03, 0.04], [0.02, -0.10, -0.11], [-0.08, 0.00, -0.06], [-0.51, 0.01, 0.03], [-0.07, 0.41, -0.18], [0.03, 0.12, 0.04], [0.01, -0.11, -0.12], [0.11, -0.02, 0.08], [0.10, -0.02, -0.12], [0.11, 0.09, -0.05], [-0.01, -0.08, -0.11], [0.05, 0.04, 0.11], [-0.25, 0.05, 0.02], [0.09, -0.18, -0.03], [-0.02, 0.00, 0.06], [0.00, 0.05, -0.05], [0.01, -0.09, 0.04], [0.12, -0.03, -0.06], [-0.02, -0.06, -0.01], [-0.28, 0.27, 0.24], [0.95, -0.57, -0.06], [-0.11, -0.10, -0.01], [0.07, 0.00, -0.10], [0.13, 0.00, 0.10], [-0.10, 0.01, -0.08], [-0.06, 0.03, 0.13], [0.04, -0.04, -0.15], [-0.02, 0.15, -0.03], [-0.03, 0.02, 0.11], [0.04, -0.15, 0.02], [-0.02, 0.16, -0.01], [0.02, -0.01, -0.10], [-0.05, 0.02, 0.14], [0.41, -0.03, 0.21], [0.04, 0.04, -0.10], [0.08, 0.01, -0.04]]}



No. 2
{"formula": "C4H11NS2", "method": "ωB97M-V with the def2-TZVPD basis set", "elements": ["C", "S", "S", "C", "C", "C", "N", "H", "H", "H", "H", "H", "H", "H", "H", "H", "H", "H"], "xyz": [[-0.041987, -0.092854, -3.527329], [0.761814, -1.401895, -2.622438], [1.479248, -0.326574, -1.022680], [0.498377, -0.870499, 0.378232], [0.416848, 0.316253, 1.410344], [-1.046752, 0.855564, 1.330852], [0.689915, -0.280492, 2.766901], [0.635480, 0.467879, -4.177622], [-0.820536, -0.440227, -4.199023], [-0.464657, 0.618071, -2.790751], [-0.535770, -0.962481, -0.017169], [0.687877, -1.866898, 0.770164], [1.093194, 1.140001, 1.244867], [-1.166330, 1.331070, 2.308633], [-1.844235, 0.093290, 1.216974], [-1.267857, 1.426239, 0.423698], [-0.206276, -0.486228, 3.227322], [1.131650, 0.479776, 3.279023]], "forces_ev_per_a": [[-0.38, 1.40, -0.09], [0.27, -0.34, 0.23], [0.71, -0.28, -0.24], [-1.79, 0.97, -0.68], [-1.81, -2.64, 0.36], [0.21, -0.45, 0.23], [-0.20, 1.13, -0.57], [0.23, -0.12, 0.29], [-0.24, -0.44, 0.21], [0.04, -0.41, -0.51], [0.62, -0.06, 0.02], [0.84, 0.31, 0.30], [0.44, -0.02, -0.28], [-0.61, 0.74, -0.56], [0.78, -0.26, 0.62], [0.49, 0.73, 0.44], [0.57, 0.12, -0.19], [-0.15, -0.38, 0.44]]}



The records above yield HOMO energy values of -9.23 -8.44 eV, respectively.
The records above yield energy above the lowest of the compared OMol25 structures with the same formula, charge and spin values of 50.4 88.6 kJ/mol, respectively.